16
Properties=species:S:1:pos:R:3:nbo_charge:R:1 method="wB97M-V/def2-TZVPD" lumo_ha=0.01881 orbital_gap_ev=10.29 smiles="O=CCNCO.O" relative_energy_kcal_mol=49.0
O 0.81 -0.52 -2.10 -0.52
C -0.01 -1.40 -2.00 0.44
C -0.91 -1.52 -0.79 -0.34
N -0.12 -1.49 0.48 -0.61
C 0.38 -0.19 0.85 0.06
O -0.68 0.74 1.17 -0.76
H -0.22 -2.06 -2.86 0.11
H -1.39 -2.46 -0.78 0.21
H -1.63 -0.70 -0.79 0.20
H -0.78 -1.83 1.17 0.36
H 0.82 -0.35 1.83 0.18
H 1.14 0.16 0.18 0.20
H -0.88 1.31 0.42 0.47
O 0.64 3.41 1.75 -0.95
H -0.05 3.88 1.28 0.46
H 0.42 2.47 1.67 0.48

16
Properties=species:S:1:pos:R:3:nbo_charge:R:1 method="wB97M-V/def2-TZVPD" lumo_ha=0.02879 orbital_gap_ev=10.48 smiles="NC(=O)CCO.O" relative_energy_kcal_mol=51.9
N 0.29 -2.42 -1.43 -0.85
C 0.82 -1.39 -0.62 0.68
O 1.93 -1.52 -0.25 -0.59
C -0.12 -0.31 -0.25 -0.57
C 0.29 1.20 -0.65 -0.03
O 0.31 1.93 0.51 -0.74
H 0.91 -3.34 -1.48 0.40
H -0.64 -2.59 -1.50 0.37
H -1.11 -0.52 -0.57 0.21
H -0.18 -0.17 0.89 0.30
H 1.20 1.29 -1.15 0.18
H -0.43 1.72 -1.30 0.18
H 1.03 1.95 1.04 0.48
O -1.26 1.12 2.25 -0.97
H -2.12 1.03 2.51 0.47
H -0.93 2.02 2.02 0.50

16
Properties=species:S:1:pos:R:3:nbo_charge:R:1 method="wB97M-V/def2-TZVPD" lumo_ha=0.02732 orbital_gap_ev=9.77 smiles="CC(C)=O.NOO" relative_energy_kcal_mol=147.6
C -0.96 1.21 0.88 -0.71
C -0.83 -0.16 0.25 0.62
C -1.44 -0.28 -1.12 -0.73
O -0.66 -1.15 0.95 -0.59
H -2.00 1.53 0.89 0.23
H -0.39 1.92 0.28 0.23
H -0.59 1.20 1.90 0.23
H -2.01 -1.21 -1.22 0.24
H -2.04 0.57 -1.42 0.22
H -0.62 -0.34 -1.83 0.25
N 2.06 -1.11 0.89 -0.56
O 1.80 0.14 0.22 -0.17
O 1.69 0.20 -1.25 -0.47
H 1.30 -1.21 1.57 0.38
H 2.24 -2.04 0.51 0.38
H 2.45 0.73 -1.50 0.47

16
Properties=species:S:1:pos:R:3:lowdin_spin:R:1 method="wB97M-V/def2-TZVPD" lumo_ha="-0.29943 / -0.30075" total_charge=+1 orbital_gap_ev="6.81 / 6.68" spin_multiplicity=2 relative_energy_kcal_mol=85.6
O 2.39 -1.52 0.78 0.00
C 2.62 -0.32 0.90 0.00
C 1.67 0.68 1.15 -0.01
C -2.61 0.43 -1.22 0.12
O -1.31 0.69 -0.89 0.74
N 0.35 0.40 1.35 0.00
H 3.66 0.02 0.73 0.00
H 1.87 1.75 1.17 0.00
H -2.79 -0.43 -1.87 0.02
H -3.10 1.19 -1.82 0.07
H -3.26 0.35 -0.35 0.01
H 0.12 -0.50 1.76 0.00
H -0.35 0.74 0.70 0.00
H 0.99 -1.43 -0.50 0.00
H -0.37 -0.60 -0.94 0.00
O 0.13 -1.46 -0.95 0.04

16
Properties=species:S:1:pos:R:3:lowdin_spin:R:1 method="wB97M-V/def2-TZVPD" lumo_ha="-0.13536 / -0.34341" total_charge=+1 orbital_gap_ev="10.68 / 5.02" spin_multiplicity=2 relative_energy_kcal_mol=11.7
O 0.35 0.70 -2.69 0.00
C -0.04 0.86 -1.56 0.00
O -0.54 1.99 -1.06 0.01
C -0.07 -0.29 -0.54 0.11
C 1.41 -0.44 -0.04 0.10
N -0.60 -1.41 -1.19 0.70
H -0.72 2.61 -1.78 0.00
H -0.76 0.12 0.22 0.03
H 1.59 0.32 0.71 0.01
H 2.04 -0.30 -0.91 0.00
H 1.63 -1.42 0.40 0.00
H -0.53 -2.33 -0.76 0.02
H -0.31 -1.44 -2.18 0.02
H -1.90 0.10 3.87 0.00
H -0.50 0.44 3.36 0.00
O -1.06 0.51 4.13 0.00

17
Properties=species:S:1:pos:R:3:nbo_charge:R:1 method="wB97M-V/def2-TZVPD" lumo_ha=0.01982 orbital_gap_ev=10.66 smiles="CO[C@H](C)S(N)(=O)=O" relative_energy_kcal_mol=71.1
C 1.64 -1.26 0.62 -0.24
O 1.50 0.14 0.51 -0.53
C 0.60 0.62 -0.36 0.01
C 0.21 2.15 -0.25 -0.68
S -1.21 -0.06 0.03 2.14
N -1.42 -1.68 -0.24 -1.08
O -1.57 0.22 1.43 -0.95
O -2.14 0.55 -0.86 -0.98
H 2.78 -1.45 0.59 0.19
H 1.24 -1.68 -0.23 0.18
H 1.18 -1.62 1.49 0.20
H 0.95 0.28 -1.35 0.19
H -0.43 2.35 0.59 0.25
H 1.13 2.77 -0.22 0.23
H -0.51 2.56 -0.96 0.26
H -2.10 -2.13 0.37 0.41
H -1.85 -1.75 -1.15 0.40